(1)
Computed, not measured: a structure of composition C30H32Cl2HfNO6PS2Se at a distorted geometry, with the ωB97M-V functional and the def2-TZVPD basis.

As for the HOMO-LUMO gap: 6.5 eV. For the HOMO energy, the calculation gives -0.2374 Eh. As for the energy above the lowest of the compared OMol25 structures with the same formula, charge and spin: 0.00 kcal/mol. The value obtained for the LUMO energy is 0.05 eV.

```
! RIJCOSX wB97M-V def2-TZVPD def2/J DEFGRID3
* xyz 0 1
Hf 1.42 -0.55 -0.16
O -0.66 -0.86 -0.88
S -2.00 -0.14 -0.75
C -2.45 0.29 0.99
C -3.00 -0.71 2.01
C -2.11 -1.72 2.75
C -1.07 -1.14 3.73
S 0.60 -1.09 3.04
O 0.14 -0.59 1.64
C 0.83 -2.87 2.93
C 1.19 -3.47 4.13
C 1.39 -4.84 4.18
C 1.24 -5.60 3.03
C 0.89 -5.00 1.83
C 0.71 -3.63 1.77
C -3.16 -1.48 -0.91
C -2.78 -2.80 -0.73
C -3.75 -3.79 -0.79
C -5.07 -3.46 -1.05
C -5.44 -2.14 -1.27
C -4.47 -1.14 -1.21
H -3.27 0.98 0.75
H -1.63 0.88 1.36
H -3.81 -1.28 1.54
H -3.48 -0.08 2.76
H -1.63 -2.39 2.04
H -2.79 -2.34 3.34
H -1.01 -1.72 4.65
H -1.30 -0.10 4.00
H 1.33 -2.87 5.01
H 1.68 -5.31 5.11
H 1.41 -6.67 3.06
H 0.80 -5.57 0.92
H 0.16 -2.16 0.86
H -1.74 -3.05 -0.55
H -3.47 -4.83 -0.65
H -5.83 -4.24 -1.09
H -6.46 -1.89 -1.51
H -4.74 -0.11 -1.39
Cl 1.68 0.14 -2.97
C 3.01 1.19 -2.46
C 4.02 1.46 -3.36
C 5.06 2.28 -2.97
C 5.06 2.80 -1.68
C 4.03 2.51 -0.80
Cl 4.09 3.19 0.80
C 2.94 1.67 -1.12
N 1.93 1.34 -0.29
H 3.98 1.04 -4.36
H 5.87 2.51 -3.65
H 5.87 3.44 -1.34
O 2.76 -0.98 1.45
Se 3.89 -1.98 0.53
O 2.93 -1.72 -0.95
O 0.38 -3.06 0.56
O 3.58 -3.50 1.00
C -2.09 3.58 -0.60
P -0.48 2.65 -0.43
C 0.16 3.54 1.04
C 0.35 3.42 -1.86
C 1.32 4.40 -1.74
C 1.89 4.98 -2.87
C 1.47 4.58 -4.14
C 0.51 3.59 -4.26
C -0.05 3.02 -3.13
H -2.69 3.15 -1.41
H -1.92 4.63 -0.82
H -2.67 3.51 0.33
H -0.20 4.57 1.07
H 1.24 3.51 1.04
H -0.18 3.02 1.93
H 1.67 4.71 -0.76
H 2.65 5.73 -2.76
H 1.91 5.03 -5.02
H 0.19 3.27 -5.25
H -0.79 2.23 -3.24
*
```

---

(2)
Computed, not measured: a structure of composition C11H7LaN2O6 at a distorted geometry, with the ωB97M-V functional and the def2-TZVPD basis.

As for the HOMO-LUMO gap (alpha / beta): 5.1 / 5.0 eV. For the HOMO energy (alpha / beta), the calculation gives -0.5510 / -0.5499 Eh. As for the energy above the lowest of the compared OMol25 structures with the same formula, charge and spin: 62.28 kcal/mol. The value obtained for the LUMO energy (alpha / beta) is -9.88 / -9.97 eV.

```
! RIJCOSX wB97M-V def2-TZVPD def2/J DEFGRID3
* xyz 2 1
O -0.42 1.17 -3.62
C -0.03 1.07 -2.54
La 2.06 -1.52 1.24
O -0.79 -1.11 -0.89
C 0.16 -1.09 -0.21
C 0.41 1.15 2.74
O 1.30 0.27 2.45
C -0.48 1.79 2.01
O -1.21 2.15 1.15
C 1.84 -1.81 -1.30
O 1.74 -1.99 -2.46
H 2.57 -2.37 -0.51
N 1.07 -3.95 4.76
C 0.69 -3.24 3.69
O 1.53 -3.14 2.70
C -0.55 -2.47 3.68
C -1.03 -1.84 4.86
C -1.90 -0.76 4.73
C -2.23 -0.34 3.44
N -1.77 -0.94 2.36
C -1.09 -2.07 2.43
H 1.94 -4.47 4.69
H 0.45 -4.12 5.55
H -0.68 -2.18 5.84
H -2.31 -0.22 5.59
H -2.87 0.52 3.29
H -0.98 -2.67 1.52
*
```

---

(3)
Computed, not measured: a cluster of 12 separate species, C38H65N7O5S5 in total at a distorted geometry, with the ωB97M-V functional and the def2-TZVPD basis.

As for the HOMO-LUMO gap: 8.1 eV. For the HOMO energy, the calculation gives -0.2979 Eh. As for the energy above the lowest of the compared OMol25 structures with the same formula, charge and spin: 82.40 kcal/mol. The value obtained for the LUMO energy is -0.01 eV.

```
! RIJCOSX wB97M-V def2-TZVPD def2/J DEFGRID3
* xyz 0 1
C -0.35 7.20 -6.91
S 0.95 5.87 -7.21
O 2.27 6.67 -7.31
C 0.82 5.03 -5.59
H -1.21 6.69 -6.48
H -0.56 7.66 -7.88
H 0.00 7.85 -6.11
H 0.77 5.73 -4.76
H 1.71 4.42 -5.44
H -0.04 4.36 -5.57
C 4.85 -6.62 4.58
S 3.03 -6.82 4.44
O 2.49 -6.71 5.88
C 2.68 -5.19 3.54
H 5.22 -7.42 5.22
H 5.22 -5.70 5.03
H 5.32 -6.85 3.62
H 3.17 -5.21 2.57
H 3.25 -4.43 4.08
H 1.62 -4.97 3.39
C -3.09 -8.09 -2.73
S -2.63 -6.32 -2.43
O -1.22 -6.46 -1.86
C -2.47 -5.84 -4.23
H -4.11 -7.92 -3.06
H -3.05 -8.58 -1.76
H -2.50 -8.65 -3.46
H -3.37 -6.09 -4.79
H -1.68 -6.46 -4.66
H -2.18 -4.81 -4.41
C -7.44 2.70 -7.63
S -5.72 2.09 -7.31
O -4.67 3.11 -7.76
C -5.81 2.35 -5.46
H -7.86 2.32 -8.57
H -7.45 3.78 -7.69
H -8.09 2.36 -6.82
H -5.88 3.43 -5.37
H -4.81 2.07 -5.13
H -6.60 1.91 -4.84
C -5.07 -4.08 9.20
S -3.50 -3.76 8.30
O -2.51 -4.88 8.62
C -4.15 -3.99 6.54
H -5.28 -5.15 9.25
H -5.91 -3.69 8.64
H -5.07 -3.62 10.19
H -3.38 -3.47 5.97
H -5.02 -3.34 6.43
H -4.33 -5.06 6.43
N 7.30 -2.00 -1.25
C 7.45 -2.50 0.00
C 7.66 -1.49 0.89
C 7.71 -0.34 0.12
C 7.47 -0.65 -1.18
H 7.05 -2.48 -2.10
H 7.33 -3.56 0.16
H 7.85 -1.59 1.95
H 7.86 0.64 0.55
H 7.39 -0.03 -2.07
N 3.90 -5.59 -4.08
C 4.93 -6.50 -3.91
C 5.78 -6.36 -4.96
C 5.28 -5.28 -5.82
C 4.07 -4.87 -5.28
H 3.17 -5.33 -3.42
H 4.93 -7.12 -3.03
H 6.64 -6.99 -5.10
H 5.69 -5.02 -6.79
H 3.35 -4.15 -5.64
N -8.76 -2.00 0.35
C -7.70 -2.88 0.35
C -6.67 -2.13 0.89
C -7.04 -0.86 1.15
C -8.36 -0.74 0.72
H -9.63 -2.16 -0.14
H -7.75 -3.92 0.08
H -5.69 -2.55 1.09
H -6.39 -0.09 1.52
H -9.05 0.09 0.70
N -1.50 6.14 0.34
C -1.05 7.34 0.05
C -1.76 7.90 -0.96
C -2.82 7.00 -1.26
C -2.55 5.89 -0.48
H -1.20 5.53 1.09
H -0.22 7.68 0.65
H -1.57 8.83 -1.49
H -3.56 7.06 -2.05
H -3.13 5.01 -0.27
N 0.62 2.08 7.78
C -0.69 2.34 7.47
C -0.87 3.52 6.71
C 0.42 4.02 6.61
C 1.36 3.13 7.20
H 0.98 1.24 8.22
H -1.44 1.69 7.89
H -1.77 4.08 6.49
H 0.57 4.93 6.06
H 2.44 3.17 7.30
N 1.85 -0.10 -0.13
C 0.79 -0.32 -0.96
C -0.35 -0.09 -0.21
C 0.01 0.32 1.03
C 1.38 0.22 1.09
H 2.84 -0.24 -0.28
H 0.88 -0.60 -2.00
H -1.37 -0.19 -0.56
H -0.69 0.54 1.82
H 2.08 0.39 1.89
N 5.80 6.76 2.68
C 5.10 6.32 1.56
C 5.38 7.19 0.55
C 6.11 8.26 1.08
C 6.44 7.90 2.38
H 5.93 6.32 3.58
H 4.67 5.33 1.50
H 5.10 6.98 -0.48
H 6.53 9.08 0.50
H 7.06 8.35 3.13
*
```

---

no.,energy (eV)
1,-168062.5973
2,-27622.6910
3,-115294.5851